Record 1
Molecular formula: C27H50OP2Re
Method: DFT, wB97M-V/def2-TZVPD

Geometry as XYZ:
```
81
Properties=species:S:1:pos:R:3:forces:R:3
Re -0.4002 -1.6384 -0.7489 -0.780 -0.218 3.624
C -0.3270 -3.1547 1.0383 1.097 -0.232 0.458
C 1.0633 -3.2470 0.6668 -1.566 -0.114 0.671
C 0.8358 -1.2599 1.7941 -0.448 0.633 -0.040
C -0.5031 -1.7594 1.4346 -0.313 -0.346 1.010
C 1.7412 -2.0895 1.1702 0.283 0.618 -0.805
C -1.0378 -4.3859 1.5895 -0.145 -0.311 -0.451
H -0.6414 -5.2991 1.0962 -0.501 0.575 0.161
H -2.1260 -4.3453 1.4797 0.241 -0.127 0.020
H -0.8498 -4.5568 2.6783 0.145 0.646 -0.723
C -1.7381 -1.2279 2.0822 -0.070 -0.062 0.391
H -2.6003 -1.3289 1.4274 -0.115 0.111 0.090
H -1.5669 -0.1683 2.3113 -0.351 -0.233 0.125
H -1.9689 -1.8075 2.9897 0.088 0.373 -0.067
C 1.1300 -0.1216 2.7308 -0.071 -0.202 -0.592
H 0.6692 -0.2848 3.7235 0.221 -0.137 -0.449
H 0.6795 0.7716 2.2804 0.176 -0.005 0.428
H 2.2259 0.0185 2.8176 -0.767 0.035 0.073
C 3.1870 -1.8413 0.9701 0.055 0.176 0.496
H 3.7946 -2.4963 1.6090 0.015 0.226 -0.172
H 3.4174 -0.7856 1.1465 0.100 -0.294 0.120
H 3.4316 -2.0583 -0.0622 0.302 -0.153 -0.277
C 1.7666 -4.5080 0.3356 0.188 -0.111 -0.681
H 2.1130 -4.9790 1.2750 -0.051 0.196 -0.385
H 2.6454 -4.2786 -0.2930 -0.269 -0.408 0.263
H 1.1037 -5.2194 -0.1799 0.387 0.210 0.126
C -1.3615 0.5121 -2.9392 1.065 2.928 -0.942
C -1.4240 -0.9741 -2.7643 -0.110 -0.301 -0.100
C -0.5577 -1.7889 -3.7136 -0.460 -1.343 -0.106
C 0.6163 -2.3766 -2.8941 -0.651 -0.337 -2.295
C 1.1570 -1.3995 -1.9099 2.127 -0.097 -2.183
C 1.2164 0.0122 -2.2489 2.449 -0.639 -1.058
C 1.0909 0.6187 -3.6585 -0.182 0.378 -0.043
C -0.3306 1.1689 -3.9157 0.102 0.140 -0.403
H -0.2048 -1.2472 -4.6053 -0.310 -0.158 0.524
H 1.4021 -2.6606 -3.6099 0.021 -0.237 0.366
H -1.1721 -2.6375 -4.0797 0.401 0.446 0.024
H -0.5470 1.0246 -4.9963 -0.395 -0.209 0.732
H -2.2855 1.0923 -3.0879 -0.084 -0.857 -0.080
H -2.4767 -1.2233 -2.7953 -0.024 -0.628 0.271
H -0.3087 2.2902 -3.8392 -0.325 -1.010 0.416
H 1.7804 1.4611 -3.6908 0.082 0.068 0.175
H 2.0145 0.5082 -1.7004 -0.447 -0.075 0.325
H 1.4193 0.0256 -4.5487 -0.204 -0.287 1.199
H 0.2904 -3.3345 -2.4347 0.244 0.138 0.126
H 2.0379 -1.8835 -1.4925 0.319 0.746 0.495
P -0.9703 0.6425 -1.1879 -1.856 2.056 0.920
P 2.0975 1.9524 0.4564 -0.681 -1.699 0.929
C -0.4496 2.3341 -0.6890 -0.056 0.371 1.380
C 1.0062 2.7161 -0.7850 0.166 0.232 0.529
H -0.8981 2.5853 0.4140 0.879 -0.766 -1.786
H -0.9881 3.0247 -1.3273 -0.553 -0.101 -0.428
H 1.3624 2.4539 -1.7639 0.328 0.296 -0.534
H 1.1018 3.7788 -0.6120 -0.099 0.542 -0.464
C 2.1306 3.2143 1.7848 0.007 0.069 -0.751
H 2.9488 2.9831 2.4762 -0.232 0.202 -0.082
H 1.1537 3.2101 2.2955 0.532 0.120 -0.179
H 2.3014 4.1581 1.2477 0.032 0.133 0.705
C 3.7614 1.9271 -0.2574 0.458 0.452 -0.035
H 3.8243 2.5671 -1.1442 0.351 -0.022 0.183
H 4.0510 0.9010 -0.5147 -0.060 0.266 -0.059
H 4.4529 2.2732 0.5313 -0.107 -0.031 -0.526
C -2.7850 0.8667 -0.6311 0.293 -0.378 -0.171
H -3.4114 0.0300 -0.9611 0.165 0.175 0.045
H -3.1845 1.7767 -1.0953 0.324 -0.116 -0.041
H -2.8752 0.9854 0.4428 0.187 -0.119 0.180
C -2.1498 -2.7419 -0.8013 -0.165 -0.642 -0.914
H -2.5795 -3.4719 -0.1185 0.580 0.129 0.034
H -2.0349 -3.1627 -1.8027 -1.258 0.050 -0.062
H -2.6963 -1.7852 -0.7092 -0.450 -0.650 -0.514
C -3.0839 2.7942 3.1147 -0.479 -0.949 0.249
C -1.9906 3.4775 2.3302 -0.119 1.252 0.955
C -1.2875 4.5309 3.2010 -0.098 0.049 0.146
O -1.0933 2.5336 1.8321 -0.562 0.202 0.423
H -2.7076 2.2567 3.9913 0.143 0.026 -0.178
H -3.5740 2.0811 2.4495 -0.195 -0.097 0.183
H -3.8331 3.4915 3.4872 0.064 0.128 -0.195
H -2.5767 4.0648 1.5753 0.865 -0.635 -0.326
H -0.6991 4.0891 4.0146 -0.055 -0.139 -0.299
H -0.6570 5.2065 2.6265 0.057 -0.028 -0.045
H -2.0679 5.1184 3.6919 0.124 0.113 -0.127
```
Positions in Å, forces in eV/Å.

Calculated values
- Kohn-Sham gap (spin up / spin down) (eV) = 5.854 / 5.054
- net charge = +2
- molar mass (g mol⁻¹) = 638.9
- spin multiplicity = 4

Atomic charges from the Löwdin analysis, expressed in e, are listed below: 1.392 -0.303 -0.246 -0.156 -0.384 -0.214 0.001 0.094 0.077 0.123 -0.021 0.070 0.077 0.115 -0.031 0.117 0.023 0.091 0.001 0.119 0.067 0.078 -0.003 0.129 0.099 0.098 -0.403 -0.307 -0.155 -0.204 -0.407 -0.125 -0.160 -0.152 0.115 0.157 0.138 0.129 0.130 0.109 0.130 0.110 0.060 0.139 0.124 0.108 0.932 0.853 -0.320 -0.406 0.067 0.104 0.048 0.091 -0.244 0.054 0.017 0.054 -0.273 0.054 0.023 0.058 -0.160 0.050 0.073 0.021 -0.149 0.035 0.042 0.011 -0.054 -0.506 -0.046 -0.079 0.094 0.070 0.096 0.176 0.091 0.081 0.090

=====

Record 2
Molecular formula: C27H50P2Pm
Method: DFT, wB97M-V/def2-TZVPD

Geometry as XYZ:
```
80
Properties=species:S:1:pos:R:3:forces:R:3
Pm 0.0304 -0.3046 -0.0704 3.068 1.057 8.706
C 1.0841 1.9843 1.6422 -0.640 -0.699 0.232
C -0.3466 1.9177 1.5835 0.485 -0.794 -0.100
C 0.3682 0.6427 3.3636 -0.255 0.312 -0.761
C 1.5103 1.2001 2.7450 -0.650 0.125 -0.540
C -0.7782 1.0624 2.6485 0.741 0.200 -0.405
C 1.9568 2.8782 0.8429 0.406 0.480 -0.165
H 1.4778 3.1807 -0.0964 0.062 -0.024 0.133
H 2.9020 2.3793 0.5906 -0.048 0.187 -0.030
H 2.2074 3.8021 1.3939 -0.008 -0.224 -0.195
C 2.9072 1.0906 3.2361 0.420 -0.136 0.056
H 3.5160 1.9204 2.8597 -0.018 -0.141 0.129
H 3.3821 0.1512 2.9155 0.053 0.217 0.159
H 2.9377 1.1178 4.3341 0.091 -0.005 -0.262
C 0.3494 -0.1477 4.6206 -0.142 -0.295 0.330
H 1.2598 0.0217 5.2087 -0.190 -0.131 -0.099
H 0.2567 -1.2271 4.4300 0.052 0.143 0.161
H -0.5072 0.1446 5.2428 0.220 -0.098 -0.036
C -2.1875 0.8431 3.0589 -0.628 -0.030 -0.106
H -2.6902 1.7910 3.3109 0.073 -0.210 0.024
H -2.2403 0.1855 3.9352 -0.099 0.124 -0.201
H -2.7752 0.3606 2.2566 0.233 0.397 0.626
C -1.2232 2.8141 0.7787 -0.296 0.576 0.097
H -1.3873 3.7749 1.2961 -0.058 -0.159 -0.180
H -2.2153 2.3716 0.6142 0.106 0.154 0.005
H -0.7825 3.0645 -0.1984 -0.127 -0.007 0.102
C 0.9571 -0.5969 -2.2430 1.740 -1.561 -4.038
C 0.6019 0.2254 -3.5239 0.679 -0.296 -1.619
C -0.8197 0.6394 -3.9445 -0.303 -0.024 -0.954
C -2.0205 0.3040 -3.0582 0.031 0.433 0.570
C -1.7642 0.5115 -1.5058 -2.402 1.457 -2.409
C -2.1037 -0.7875 -0.7746 -3.831 -1.098 -0.287
C -1.3246 -2.0662 -1.1731 -0.745 -1.371 0.285
C -0.0766 -1.9308 -2.0835 0.555 0.290 -0.209
H -0.9981 0.1792 -4.9350 -0.041 0.256 0.415
H -2.3887 -0.7152 -3.2378 0.262 0.253 0.055
H -0.8227 1.7227 -4.1510 -0.036 -0.336 0.153
H -0.4086 -2.0823 -3.1179 0.268 0.317 0.199
H 1.8545 -1.2126 -2.4614 -0.727 0.023 -0.468
H 1.0942 -0.2456 -4.3955 -0.474 -0.104 0.250
H 0.6095 -2.7634 -1.8566 -0.365 0.374 0.150
H -1.0622 -2.6595 -0.2666 0.109 0.583 -0.475
H -3.1378 -0.9848 -1.1448 0.795 0.382 -0.686
H -2.0238 -2.7387 -1.6901 0.415 0.291 -0.145
H -2.8484 0.9752 -3.3462 0.320 -0.322 -0.005
H -2.5282 1.2304 -1.1663 0.311 -0.153 -0.039
P 1.7522 1.5962 -3.0838 -1.780 -2.485 3.798
C 3.3533 1.4683 -3.8314 0.687 0.678 -0.712
C 1.0020 3.2102 -2.9788 0.272 1.029 -0.642
P -3.8684 -1.1666 0.7854 1.453 0.480 0.812
C 1.5982 0.6201 -1.5369 0.625 1.505 -0.056
C -5.3059 -0.3415 0.0301 0.455 -0.041 -0.730
C -4.2279 -2.9073 0.4129 0.417 -0.279 0.021
H 4.0764 1.1061 -3.0884 -0.271 0.091 -0.232
H 3.6678 2.4636 -4.1806 0.080 -0.347 0.002
H 3.3163 0.7880 -4.6932 0.062 0.173 0.255
H -0.0127 3.2057 -2.5451 0.557 -0.355 -0.109
H 0.9406 3.6298 -3.9978 0.002 0.057 0.340
H 1.6375 3.8730 -2.3680 -0.195 -0.238 -0.221
H -3.7777 -3.2520 -0.5251 -0.353 -0.084 0.137
H -5.3166 -3.0462 0.4093 0.267 -0.025 -0.123
H -3.7912 -3.4720 1.2479 -0.145 -0.068 -0.369
H 2.5005 0.4154 -0.9261 -0.463 0.104 -0.199
H -0.8269 1.1521 -1.4289 -0.813 -0.745 -0.010
H -6.0080 -0.2604 0.8690 0.015 0.049 -0.200
H -5.7437 -0.9156 -0.7952 -0.048 0.279 0.145
H -5.0210 0.6640 -0.2978 -0.270 -0.059 0.101
C 2.6638 -2.4746 2.8474 0.224 0.029 0.001
C 2.2599 -2.0720 1.4188 0.231 -0.197 0.497
C 3.0974 -2.8327 0.3813 -0.063 -0.038 0.208
C 0.7826 -2.2831 1.2162 -0.825 0.359 -1.337
H 2.3803 -3.5212 3.0309 0.088 0.216 -0.086
H 2.1502 -1.8550 3.5943 0.125 -0.154 -0.272
H 3.7432 -2.3722 3.0076 -0.050 -0.024 0.055
H 2.5001 -0.9911 1.3117 0.088 -0.082 0.038
H 2.8461 -3.9049 0.3986 0.077 0.285 -0.003
H 2.9302 -2.4628 -0.6392 -0.060 -0.035 0.030
H 4.1656 -2.7277 0.5953 -0.084 -0.036 -0.071
H 0.5550 -3.2622 0.7753 0.128 -0.183 0.465
H 0.1790 -2.0957 2.1172 0.155 -0.275 0.046
```
Positions in Å, forces in eV/Å.

Calculated values
- Kohn-Sham gap (spin up / spin down) (eV) = 5.416 / 5.473
- net charge = +1
- molar mass (g mol⁻¹) = 581.6
- spin multiplicity = 5

Atomic charges from the Löwdin analysis, expressed in e, are listed below: 1.564 -0.302 -0.358 -0.241 -0.243 -0.281 -0.074 0.040 0.071 0.095 -0.037 0.076 0.062 0.083 -0.050 0.077 0.070 0.077 -0.077 0.089 0.076 -0.042 -0.075 0.096 0.062 0.053 -0.426 -0.333 -0.176 -0.141 -0.288 -0.434 -0.305 -0.120 0.126 0.115 0.100 0.126 0.124 0.125 0.117 0.078 0.047 0.123 0.126 0.111 0.954 -0.158 -0.180 1.032 -0.394 -0.302 -0.294 0.076 0.070 0.072 0.062 0.073 0.072 0.040 0.056 0.047 0.070 0.068 0.056 0.051 0.042 -0.083 -0.556 -0.081 -0.293 0.091 0.053 0.077 0.084 0.088 0.052 0.079 0.035 0.036

=====

Record 3
Molecular formula: C27H51CrNO2Si2
Method: DFT, wB97M-V/def2-TZVPD

Geometry as XYZ:
```
84
Properties=species:S:1:pos:R:3:forces:R:3
O -2.0532 -1.6565 -0.9090 0.922 0.045 -0.645
O 0.5592 1.4646 -4.8250 0.293 0.362 0.196
C -1.0080 -2.6599 -1.1656 -0.457 0.855 0.054
C -1.6417 -3.9672 -1.5856 0.001 -0.653 -0.091
H -0.4169 -2.7570 -0.2400 -0.275 -0.054 -0.219
H -0.3358 -2.2574 -1.9303 -0.034 -0.142 0.055
H -2.0453 -4.5105 -0.7085 0.052 0.343 -0.543
H -0.8821 -4.6078 -2.0647 -0.178 0.127 0.265
H -2.4360 -3.8188 -2.3425 0.349 -0.074 0.646
C -2.2322 -0.6869 -1.9803 -0.187 0.015 0.941
C -2.0986 -1.2033 -3.3947 0.146 0.180 -0.469
H -1.5299 0.1567 -1.8044 -0.292 -0.352 -0.198
H -3.2485 -0.3138 -1.8121 0.223 -0.023 0.024
H -1.0968 -0.9679 -3.7746 -0.230 -0.378 -0.133
H -2.8132 -0.6571 -4.0183 0.147 -0.037 -0.022
H -2.3338 -2.2688 -3.5092 0.168 0.425 0.075
C 0.1595 2.4448 -3.8726 -0.028 0.119 0.069
C 1.9469 1.1558 -4.7407 0.161 -0.140 0.090
C -1.2830 2.8462 -4.1242 -0.055 -0.160 -0.109
H 0.7995 3.3439 -3.9443 0.000 -0.330 -0.028
H 0.2548 2.0496 -2.8379 0.088 0.067 -0.375
H -1.4413 3.2291 -5.1384 0.186 -0.171 0.111
H -1.5732 3.6454 -3.4383 0.002 -0.141 0.081
H -1.9389 1.9826 -3.9748 -0.014 0.169 -0.021
C 2.3853 0.3603 -5.9584 -0.169 0.051 -0.050
H 2.1449 0.5613 -3.8237 -0.099 0.287 -0.258
H 2.5564 2.0757 -4.6849 -0.292 -0.103 0.114
H 1.7530 -0.5214 -6.0797 0.090 -0.002 -0.006
H 3.4226 0.0437 -5.8301 -0.073 -0.059 0.032
H 2.3362 0.9473 -6.8821 -0.112 -0.009 0.224
H 2.4377 0.1680 0.3452 -1.679 -0.200 0.602
Cr -1.5467 -0.8619 1.3299 0.756 -0.137 1.074
C 3.0612 -0.0976 -0.4671 1.333 -0.352 -0.413
Si 4.6173 0.6274 0.3211 -0.691 -0.476 -0.789
H 3.1929 -1.1846 -0.5916 -0.384 0.314 0.288
H 2.7220 0.3272 -1.4137 0.078 0.147 0.187
C 6.0146 -0.1430 -0.6470 0.516 0.103 0.135
C 4.6119 0.1374 2.1390 0.202 -0.053 0.025
C 4.4446 2.4810 0.1242 0.338 0.077 0.100
C -3.3124 -1.8402 1.7258 -0.619 -0.459 0.162
Si -4.2454 -0.2343 1.4741 -0.265 -1.430 0.366
H -3.4859 -2.2552 2.7374 0.166 0.396 -0.266
H -3.5967 -2.6590 1.0301 0.127 0.626 0.086
C -5.7102 -0.4929 0.3328 -0.441 0.068 -0.085
C -3.2332 1.1112 0.6085 0.571 0.463 -0.523
C -4.7598 0.4836 3.1251 -0.188 0.207 0.194
H 3.8160 2.7105 -0.7469 0.323 0.023 0.131
H 5.4437 2.9280 0.0141 -0.378 0.182 -0.017
H 3.9563 2.9007 1.0112 0.124 0.039 -0.138
H 5.9148 -1.2381 -0.6406 0.003 0.265 0.039
H 6.9988 0.1086 -0.2348 -0.027 -0.067 -0.195
H 5.9702 0.1902 -1.6930 0.051 -0.051 0.215
H 3.9815 -0.7391 2.3376 0.168 0.098 -0.128
H 4.2429 0.9444 2.7819 0.064 -0.059 -0.122
H 5.6370 -0.1003 2.4484 -0.177 0.005 0.112
H -3.8169 1.4117 -0.2726 0.201 0.036 0.146
H -2.2156 0.8683 0.2105 -0.658 0.267 0.112
H -3.1216 1.9917 1.2562 0.034 -0.252 -0.158
H -5.6419 1.1303 3.0137 0.184 -0.079 0.087
H -3.9615 1.0798 3.5888 -0.125 -0.162 -0.097
H -5.0148 -0.3311 3.8124 -0.010 0.165 -0.075
H -6.5846 0.0771 0.6791 0.102 -0.128 -0.190
H -5.9666 -1.5582 0.3230 -0.070 0.209 -0.020
H -5.4894 -0.1837 -0.6980 -0.083 -0.091 0.176
C 0.2769 3.1706 2.4028 -0.242 -0.429 -0.152
C 0.8112 2.9334 3.6758 -0.411 -0.301 -0.277
C 0.6679 1.6607 4.2075 -0.066 0.227 0.078
C 0.0184 0.6536 3.4795 0.100 0.129 -0.690
N -0.5541 0.8855 2.2547 1.071 1.471 0.180
C -0.3934 2.1302 1.7418 0.209 0.112 0.737
C 0.1090 -0.7577 3.8485 0.727 -0.870 0.873
C 0.8269 -1.2060 4.9946 -0.373 0.012 -0.787
C 1.1344 -2.5628 5.1278 -0.301 0.388 -0.199
C 0.7278 -3.4549 4.1286 -0.347 0.188 -0.657
C -0.0212 -2.9981 3.0146 0.737 -0.470 1.231
C -0.3450 -1.6588 2.8800 -0.659 0.169 -0.871
H 0.3600 4.1408 1.9198 0.018 -0.203 0.080
H 1.3220 3.7169 4.2363 -0.120 -0.195 -0.204
H 1.0883 1.4125 5.1854 -0.160 0.175 -0.444
H -0.8230 2.3153 0.7564 0.128 -0.086 0.290
H 1.1701 -0.4888 5.7381 -0.031 -0.277 -0.033
H 1.6944 -2.9064 5.9983 -0.148 0.031 -0.265
H 0.9995 -4.5071 4.2015 -0.055 0.165 0.033
H -0.3402 -3.6894 2.2380 0.044 -0.149 0.249
```
Positions in Å, forces in eV/Å.

Calculated values
- Kohn-Sham gap (spin up / spin down) (eV) = 6.885 / 7.508
- net charge = 0
- molar mass (g mol⁻¹) = 529.9
- spin multiplicity = 5

Atomic charges from the Löwdin analysis, expressed in e, are listed below: -0.257 -0.166 -0.233 -0.065 0.105 0.115 0.088 0.085 0.071 -0.241 -0.065 0.115 0.105 0.077 0.083 0.069 -0.293 -0.290 -0.074 0.118 0.114 0.081 0.076 0.061 -0.078 0.109 0.118 0.074 0.075 0.077 -0.007 0.566 -0.178 0.447 0.040 0.009 -0.199 -0.173 -0.183 -0.337 0.394 0.001 -0.003 -0.182 -0.202 -0.181 0.027 0.029 0.022 0.033 0.024 0.033 0.034 0.023 0.026 0.042 -0.013 0.042 0.029 0.029 0.032 0.028 0.029 0.017 -0.062 -0.057 -0.011 -0.203 0.036 -0.122 -0.210 -0.037 -0.101 -0.086 -0.115 -0.163 0.101 0.111 0.106 0.098 0.090 0.097 0.093 0.083